[1]
Computed, not measured: a structure of composition C40H34N2O5S4Sb2Tl, with the ωB97M-V functional and the def2-TZVPD basis.

The geometry in XYZ format:
```
88
C40H34N2O5S4Sb2Tl | OMol25 | the ωB97M-V functional and the def2-TZVPD basis
Tl 1.21066 0.43976 -0.69656
O 0.57424 -0.38510 1.59960
N 0.79423 0.34320 2.67748
C 0.02202 0.10934 3.76138
C 0.16894 0.80629 4.92764
C 1.15259 1.79628 4.99446
C 1.93453 2.02698 3.89166
C 1.77210 1.29925 2.69431
S 2.75795 1.59349 1.33733
H -0.71152 -0.67023 3.62574
H -0.47728 0.58397 5.76477
H 1.29103 2.37734 5.89710
H 2.71030 2.77895 3.89524
S 4.62234 0.29486 -4.14381
C 3.84203 -0.11714 -2.68229
S 4.13019 -1.00114 -1.35818
S 2.54670 0.87263 -3.23533
C -1.61305 -3.65334 1.11727
C -3.05045 -3.15028 0.98680
C -3.22481 -1.71144 1.48685
Sb -3.34587 0.01944 0.14866
C -2.74428 -0.81375 -1.76482
C -3.30006 -1.97102 -2.30985
C -2.93068 -2.40717 -3.57476
C -2.00752 -1.68746 -4.32160
C -1.47138 -0.51634 -3.80513
C -1.83788 -0.08586 -2.53514
C -5.41000 -0.35683 -0.43310
C -5.95805 0.50570 -1.38439
C -7.25142 0.32327 -1.85155
C -8.02448 -0.72662 -1.37037
C -7.49435 -1.58960 -0.42312
C -6.19587 -1.40274 0.04193
Sb -0.08413 -2.67577 -0.09062
C -0.39733 -3.85392 -1.88188
C 0.43774 -3.57847 -2.96339
C 0.34807 -4.31344 -4.13834
C -0.59400 -5.32611 -4.25099
C -1.44614 -5.59528 -3.18853
C -1.34806 -4.86208 -2.01255
C 1.44329 -4.05947 0.58506
C 2.63054 -4.13290 -0.13914
C 3.63580 -5.01859 0.22223
C 3.46511 -5.85279 1.31874
C 2.28694 -5.79057 2.04778
C 1.28524 -4.89700 1.68550
H -1.54421 -4.71048 0.85440
H -1.29420 -3.53247 2.15553
H -3.68932 -3.80779 1.58770
H -3.38478 -3.25754 -0.04747
H -2.39327 -1.44691 2.14640
H -4.13613 -1.60182 2.08075
H -4.05600 -2.52557 -1.76466
H -3.36892 -3.31265 -3.97931
H -1.71813 -2.03904 -5.30474
H -0.76799 0.06614 -4.38856
H -1.45156 0.85562 -2.15998
H -5.35653 1.32659 -1.76431
H -7.65838 0.99801 -2.59546
H -9.03499 -0.87167 -1.73292
H -8.08792 -2.41482 -0.04654
H -5.79661 -2.09516 0.77549
H 1.16712 -2.77508 -2.89125
H 1.00926 -4.08983 -4.96739
H -0.66875 -5.90110 -5.16628
H -2.19050 -6.37870 -3.27360
H -2.02507 -5.08461 -1.19518
H 2.77733 -3.49546 -1.00213
H 4.55361 -5.05194 -0.35272
H 4.24706 -6.54540 1.60517
H 2.14294 -6.44052 2.90312
H 0.37851 -4.86102 2.27657
O -1.76484 3.13561 -1.48375
C -0.85361 3.21724 -0.64971
O -0.25481 2.27120 -0.04969
C -0.37462 4.61412 -0.26265
C -0.85895 5.72044 -0.95296
C -0.40169 6.99015 -0.65144
C 0.54167 7.13665 0.35541
C 1.03966 6.04561 1.05378
C 0.58001 4.77992 0.73531
N 1.02115 8.47780 0.69288
O 0.61329 9.41791 0.03126
O 1.81543 8.59481 1.60993
H -1.59891 5.55264 -1.72403
H -0.75410 7.86544 -1.17706
H 1.78145 6.20893 1.82150
H 0.96229 3.90086 1.23948
```

Total charge = -1
E_HOMO (spin up / spin down) = -5.04 / -5.04 eV
Orbital gap (spin up / spin down) = 0.21152 / 0.21150 Ha

***

[2]
Computed, not measured: a structure of composition C40H34N7O4PSV, with the ωB97M-V functional and the def2-TZVPD basis.

The geometry in XYZ format:
```
88
C40H34N7O4PSV | OMol25 | the ωB97M-V functional and the def2-TZVPD basis
V 0.81514 1.81661 -0.30091
N 1.41399 3.36631 3.52636
C 0.96801 3.09763 2.29857
S 2.16637 3.27591 1.05425
N -0.31512 2.77411 2.09541
N -0.63713 2.33209 0.81054
C -1.96295 2.41463 0.58378
C -2.65780 1.78582 -0.42401
C -4.08013 1.94528 -0.45983
C -4.73917 1.40252 -1.54272
C -4.04508 0.64976 -2.51444
C -2.68776 0.39389 -2.48297
C -1.95711 1.05472 -1.45769
O -0.64968 0.93684 -1.47645
H 2.36009 3.63068 3.67056
H 0.74083 3.37656 4.25784
H -2.41966 2.98592 1.39733
H -4.58642 2.46943 0.34164
H -5.81446 1.52815 -1.61616
H -4.64581 0.23738 -3.33434
H -2.19941 -0.30378 -3.18085
C -1.39817 5.31825 -2.15800
O -0.79824 5.32532 -3.47874
C 0.22510 4.39075 -3.67333
C 0.58922 4.44083 -5.01303
C 1.66722 3.72308 -5.56193
C 2.32587 2.80243 -4.77822
C 1.91121 2.62783 -3.44470
C 2.59397 1.60262 -2.73172
N 2.27917 1.15926 -1.54745
N 3.15474 0.23944 -1.05824
C 2.81747 -0.24389 0.11586
O 1.66479 0.12024 0.59225
C 3.73108 -1.11321 0.99308
C 4.64730 -2.07055 0.51290
C 5.37674 -2.89886 1.39118
C 5.34082 -2.73875 2.77622
C 4.55945 -1.65357 3.23941
C 3.77443 -0.87854 2.39223
C 0.90146 3.40334 -2.81180
O 0.76898 3.32378 -1.50760
H -2.12809 6.12188 -2.20363
H -0.65722 5.54115 -1.37639
H -1.89329 4.35776 -1.93748
H 0.03011 5.12778 -5.65523
H 1.97772 3.93076 -6.59018
H 3.13481 2.22725 -5.21736
H 3.46087 1.08828 -3.15710
H 4.87324 -2.13695 -0.52617
H 5.98664 -3.71018 0.94345
H 5.93162 -3.38160 3.44382
H 4.55874 -1.46619 4.31081
H 3.20044 -0.03000 2.77537
N -1.29593 -2.64246 -0.20203
P -1.07287 -1.39658 1.04948
C -0.00412 -2.20289 2.28668
C 0.02853 -1.63075 3.58477
C 0.78114 -2.19577 4.60472
C 1.53242 -3.34638 4.37912
C 1.51631 -3.89205 3.09660
C 0.75754 -3.33437 2.05455
C -2.64286 -1.52874 2.02529
C -3.12992 -2.79341 2.35357
C -4.41759 -2.90530 2.91478
C -5.18796 -1.78789 3.22273
C -4.62783 -0.54467 3.01205
C -3.33441 -0.39004 2.48813
C -0.57925 -2.83287 -1.39103
C -1.21954 -3.42771 -2.51360
C -0.61473 -3.33556 -3.75408
C 0.61429 -2.63916 -3.88041
C 1.22682 -2.24279 -2.69079
N 0.66403 -2.35246 -1.45154
H -2.23833 -3.00926 -0.32181
H -0.53715 -0.73717 3.80883
H 0.78619 -1.73920 5.59454
H 2.06668 -3.83441 5.21485
H 2.07083 -4.81233 2.88617
H 0.77656 -3.81747 1.08686
H -2.54623 -3.68786 2.20726
H -4.78554 -3.89897 3.17393
H -6.17936 -1.90076 3.67139
H -5.20272 0.36108 3.21788
H -2.89843 0.60532 2.45269
H -2.21487 -3.86548 -2.38034
H -1.14373 -3.75498 -4.60665
H 1.14689 -2.41105 -4.80137
H 2.23017 -1.79580 -2.69738
```

E_HOMO (spin up / spin down) = -7.52 / -7.58 eV
2S+1 = 2
Orbital gap (spin up / spin down) = 0.20730 / 0.23385 Ha

***

[3]
Computed, not measured: a structure of composition C40H35BrFKN5OS, with the ωB97M-V functional and the def2-TZVPD basis.

The geometry in XYZ format:
```
85
C40H35BrFKN5OS | OMol25 | the ωB97M-V functional and the def2-TZVPD basis
K -0.98652 1.01864 0.30395
C 3.71434 -0.39879 3.37636
C 3.18116 -1.43155 2.41885
C 3.93735 -1.86440 1.33367
C 3.43944 -2.79594 0.43316
C 4.24599 -3.21732 -0.76905
C 2.16756 -3.31861 0.64582
C 1.39169 -2.91901 1.72993
C 0.01478 -3.47968 1.95958
C 1.91086 -1.96377 2.60235
H 3.01947 0.44112 3.44407
H 4.69115 -0.03027 3.06004
H 3.81356 -0.81408 4.38184
H 4.93209 -1.45532 1.18259
H 5.29258 -2.93008 -0.66327
H 3.85897 -2.74862 -1.67785
H 4.20105 -4.29738 -0.91739
H 1.77620 -4.06244 -0.04273
H -0.76014 -2.75781 1.67837
H -0.14705 -3.69433 3.01689
H -0.14006 -4.39998 1.39340
H 1.30194 -1.62569 3.43410
Br 1.90225 6.21964 -5.12368
C 1.05542 5.36074 -3.64310
C 1.22364 5.87979 -2.35009
C 0.61416 5.26707 -1.29052
C -0.19635 4.07646 -1.41344
O -0.72034 3.55244 -0.39860
C -0.35221 3.59076 -2.77023
C -1.15844 2.44553 -3.13313
N -1.64391 1.55709 -2.35283
C -2.47151 0.57601 -2.90388
C -3.52512 0.85883 -3.73862
C -4.38015 -0.16144 -4.20754
C -4.19126 -1.45893 -3.83633
C -3.11937 -1.79468 -2.97286
C -2.87829 -3.11146 -2.52196
C -1.84232 -3.35301 -1.67467
C -1.01763 -2.27517 -1.28995
N -1.19104 -1.04450 -1.69682
C -2.24904 -0.78314 -2.51028
C 0.27212 4.25719 -3.83879
H 1.82302 6.76995 -2.20091
H 0.70445 5.67802 -0.29305
H -1.33787 2.34910 -4.21562
H -3.72171 1.89107 -4.00064
H -5.20752 0.09933 -4.85628
H -4.85868 -2.24071 -4.17885
H -3.54094 -3.90850 -2.84023
H -1.65249 -4.34130 -1.27771
H -0.18196 -2.44630 -0.61933
H 0.12949 3.87503 -4.84417
C -0.74036 4.22223 4.38439
N 0.32678 4.13144 3.41242
C 0.99027 5.20193 2.84023
C 1.87335 4.70599 1.96396
N 1.72705 3.32425 1.97616
C 0.77692 2.95184 2.89849
S 0.27839 1.42811 3.36592
C 2.47202 2.46287 1.12818
C 3.83620 2.67006 0.98985
C 4.52595 1.87490 0.08995
C 3.83738 0.89907 -0.60757
C 2.47890 0.75840 -0.36835
N 1.80180 1.53435 0.47240
H -0.64485 5.16126 4.92630
H -0.66222 3.38097 5.06900
H -1.71346 4.17595 3.89478
H 0.75018 6.21989 3.08831
H 2.54087 5.19331 1.27823
H 4.33402 3.42925 1.57804
H 5.59020 2.01159 -0.05327
H 4.33744 0.24894 -1.31213
H 1.89875 -0.00377 -0.88019
F -5.59556 -3.70952 3.42432
C -4.67492 -2.86351 2.85180
C -3.69795 -2.30168 3.64263
C -2.77108 -1.44563 3.03750
C -2.76131 -1.12047 1.66667
C -3.80451 -1.73336 0.94536
C -4.75592 -2.59592 1.50457
H -3.66873 -2.52943 4.70370
H -2.01117 -1.01598 3.69209
H -3.90114 -1.54088 -0.12403
H -5.54543 -3.04860 0.91236
```

Total charge = -1
E_HOMO = -3.42 eV
Orbital gap = 0.20458 Ha

***

[4]
Computed, not measured: a structure of composition C40H35CoN5O4P2S2, with the ωB97M-V functional and the def2-TZVPD basis.

The geometry in XYZ format:
```
89
C40H35CoN5O4P2S2 | OMol25 | the ωB97M-V functional and the def2-TZVPD basis
Co -0.13863 -0.00148 -0.46053
C -1.17387 5.02162 0.66821
S -2.60774 3.91476 0.50669
C -1.83853 2.38372 0.18882
S -0.19000 2.11294 0.59623
N -2.60779 1.45297 -0.29980
N -2.04138 0.34755 -0.69597
C -2.72776 -0.68057 -1.14832
C -1.96070 -1.75172 -1.65484
C -2.47999 -2.77422 -2.46732
C -1.63069 -3.71362 -2.99364
C -0.26238 -3.62692 -2.71069
C 0.18399 -2.60829 -1.89663
N -0.62888 -1.71226 -1.34898
H -1.55564 5.97523 1.01820
H -0.70527 5.13218 -0.30450
H -0.47063 4.59857 1.37772
H -3.80987 -0.66154 -1.18079
H -3.53644 -2.78182 -2.68301
H -2.00676 -4.50821 -3.61962
H 0.43461 -4.34910 -3.10208
H 1.23325 -2.49709 -1.65536
C 1.01280 -1.08645 3.72686
N 0.59997 -0.63591 2.40875
P 1.65873 -0.56808 1.05436
C 2.86561 -1.89204 1.45987
C 2.64622 -3.19166 1.01789
C 3.51829 -4.20742 1.36956
C 4.62224 -3.92901 2.15835
C 4.84631 -2.63632 2.60364
C 3.97256 -1.62288 2.25903
C 2.71896 0.88418 1.32264
C 2.47706 1.87263 2.26641
C 3.30958 2.97542 2.34150
C 4.35648 3.12414 1.44786
C 4.59254 2.15085 0.48782
C 3.78873 1.02853 0.44111
P -1.00962 -0.78435 1.85869
C -1.52017 -2.34980 2.67106
C -2.43477 -2.42323 3.71492
C -2.72387 -3.64495 4.29604
C -2.10753 -4.79907 3.84418
C -1.20338 -4.73391 2.79526
C -0.92255 -3.51702 2.20415
C -1.96054 0.44060 2.81369
C -3.33338 0.48057 2.57298
C -4.11759 1.45639 3.15664
C -3.53312 2.41415 3.97032
C -2.16825 2.38596 4.20448
C -1.38211 1.40661 3.62636
H 1.30982 -2.14003 3.73278
H 0.18430 -0.95519 4.42490
H 1.86352 -0.49206 4.06117
H 1.79282 -3.40435 0.38851
H 3.33821 -5.21616 1.02490
H 5.30877 -4.71815 2.42495
H 5.70397 -2.41450 3.22234
H 4.15702 -0.61820 2.61023
H 1.63425 1.78806 2.93566
H 3.13026 3.72514 3.09782
H 4.98681 4.00107 1.49186
H 5.39860 2.26558 -0.22415
H 3.97678 0.24703 -0.28029
H -2.91215 -1.52623 4.07993
H -3.42358 -3.69346 5.11708
H -2.33182 -5.74877 4.30610
H -0.71460 -5.63183 2.44621
H -0.22887 -3.45553 1.37556
H -3.77212 -0.25440 1.90911
H -5.17997 1.48201 2.96427
H -4.13952 3.19323 4.40650
H -1.71391 3.14164 4.82936
H -0.31440 1.40672 3.78157
O 0.00961 1.23080 -2.35440
C 1.24506 1.04849 -2.33406
O 1.74756 0.16373 -1.59509
C 2.10978 1.91176 -3.19680
C 1.48974 2.75654 -4.11541
C 2.24435 3.59813 -4.91611
C 3.62099 3.61404 -4.79714
C 4.23559 2.78919 -3.85938
C 3.48907 1.92918 -3.06140
N 5.65988 2.86109 -3.71430
O 6.16264 2.31529 -2.74433
O 6.28891 3.47448 -4.56121
H 0.41176 2.73266 -4.17662
H 1.75603 4.24989 -5.62439
H 4.23530 4.26077 -5.40446
H 3.97876 1.29068 -2.34538
```

E_HOMO (spin up / spin down) = -7.32 / -7.50 eV
2S+1 = 4
Orbital gap (spin up / spin down) = 0.24282 / 0.24719 Ha

***

[5]
Computed, not measured: a cluster of 5 separate species, C40H35F18N4O9P in total, with the ωB97M-V functional and the def2-TZVPD basis.

The geometry in XYZ format:
```
107
C40H35F18N4O9P | OMol25 | the ωB97M-V functional and the def2-TZVPD basis
C 1.67588 -4.49496 0.22079
C 0.66213 -3.82031 0.38556
P -0.70156 -2.72408 0.73441
F -0.02516 -2.42496 2.24068
C -2.27473 -3.22209 1.55708
C -2.20429 -4.69393 2.04279
C -2.64594 -4.76605 3.50717
O -1.73735 -3.99887 4.25242
C -2.26991 -3.44031 5.43591
C -1.35858 -3.01946 -1.05326
C -1.25863 -1.77198 -1.94527
C -2.51615 -0.95090 -1.86071
F -2.89516 -0.91350 -0.55258
F -3.53548 -1.50305 -2.49278
C -2.36820 0.54742 -2.23048
F -1.58639 1.08950 -1.29543
F -3.56390 1.10745 -2.07840
C -1.83513 0.85328 -3.63403
F -2.60013 0.15820 -4.47945
F -0.59530 0.43565 -3.82541
C -1.94380 2.33851 -4.07850
F -1.50383 2.36692 -5.33465
F -3.19525 2.73173 -4.13451
C -1.06388 3.34449 -3.26112
F -0.49895 4.18026 -4.13506
F -0.07235 2.76439 -2.60191
C -1.87006 4.25673 -2.30531
F -2.54166 5.13929 -3.02028
F -2.76248 3.56604 -1.59364
C -0.97470 5.04617 -1.29043
F -1.58343 6.20538 -1.05976
F 0.22815 5.33618 -1.75485
C -0.83965 4.34302 0.09286
F -0.51858 3.08100 0.00536
F 0.14956 4.95446 0.73592
F -1.91469 4.51889 0.82463
H 2.61091 -4.94932 0.06251
H -0.54996 -1.36104 0.41439
H -3.13389 -3.09021 0.91004
H -2.41218 -2.53844 2.38795
H -1.18001 -5.06226 2.01069
H -2.82585 -5.33738 1.42709
H -2.56956 -5.80969 3.83026
H -3.67061 -4.39223 3.57274
H -2.06508 -4.10901 6.27295
H -1.79162 -2.48320 5.62492
H -3.34487 -3.26047 5.38991
H -2.37403 -3.40827 -1.09445
H -0.74074 -3.76991 -1.53149
H -0.36113 -1.19659 -1.72585
H -1.14531 -2.12193 -2.97117
O -0.95418 -0.17913 7.07816
N -1.70909 -0.23339 6.12840
O -2.57592 -1.07243 5.98015
C -1.56014 0.78641 5.07896
C -0.55909 1.73434 5.19587
C -0.40656 2.67800 4.19214
C -1.25447 2.66657 3.09211
C -2.26062 1.71447 2.99615
C -2.41720 0.76600 3.99388
H 0.10021 1.74170 6.05141
H 0.37665 3.42046 4.26553
H -1.13041 3.39149 2.30987
H -2.92104 1.70789 2.13879
H -3.19709 0.02258 3.91702
O 0.17498 -5.50366 6.35201
N 1.32114 -5.52831 6.74713
O 1.77755 -6.34470 7.52420
C 2.21611 -4.48114 6.23482
C 1.70268 -3.53488 5.36453
C 2.53784 -2.53512 4.89292
C 3.86763 -2.49460 5.29144
C 4.36878 -3.45837 6.15811
C 3.53988 -4.46073 6.63524
H 0.66747 -3.56874 5.05071
H 2.14909 -1.78731 4.21508
H 4.51662 -1.70918 4.92541
H 5.40574 -3.42639 6.46401
H 3.92756 -5.20930 7.31069
O 2.78857 9.80260 -7.19585
N 2.07204 10.25619 -6.32594
O 2.14970 11.38476 -5.88359
C 1.03750 9.37339 -5.76550
C 0.94392 8.07090 -6.22113
C -0.01760 7.23522 -5.67585
C -0.87246 7.70944 -4.68965
C -0.77127 9.02270 -4.24986
C 0.18969 9.86315 -4.78880
H 1.60923 7.70288 -6.98827
H -0.09854 6.21227 -6.01780
H -1.61865 7.05398 -4.26206
H -1.43986 9.39084 -3.48357
H 0.27080 10.88388 -4.44505
O 1.08537 -4.31609 -3.05302
N 2.04130 -5.05348 -2.91342
O 2.04629 -6.05949 -2.23237
C 3.28213 -4.69982 -3.61668
C 3.32291 -3.54146 -4.37197
C 4.50115 -3.20025 -5.01584
C 5.61810 -4.01750 -4.90177
C 5.55792 -5.18159 -4.14725
C 4.38374 -5.52809 -3.49831
H 2.45396 -2.90607 -4.46084
H 4.54952 -2.29486 -5.60519
H 6.53861 -3.74582 -5.40189
H 6.42780 -5.81823 -4.06207
H 4.33747 -6.43249 -2.90943
```

E_HOMO = -9.15 eV
Structure (SMILES) = C#C[PH](F)(CCCOC)CCC(F)(F)C(F)(F)C(F)(F)C(F)(F)C(F)(F)C(F)(F)C(F)(F)C(F)(F)F.O=[N+]([O-])c1ccccc1.O=[N+]([O-])c1ccccc1.O=[N+]([O-])c1ccccc1.O=[N+]([O-])c1ccccc1
Orbital gap = 0.30596 Ha

***

Molar mass, record by record: 1198.89, 790.74, 771.82, 834.77, 1088.68 Da